{
  "formula": "C6H12",
  "method": "wB97M-V/def2-TZVPD",
  "fmax_ha_per_bohr": 0.0043,
  "charge": 0,
  "smiles": "CC(C)C1CC1",
  "homo_lumo_gap_ev": 11.445,
  "e_tot_ev": -6415.9842,
  "e_above_lowest_kcal_mol": 22.06,
  "symbols": ["C", "C", "C", "C", "C", "C", "H", "H", "H", "H", "H", "H", "H", "H", "H", "H", "H", "H"],
  "positions_angstrom": [[-1.617393, 0.859217, 0.698281], [-0.671524, 0.052002, -0.194116], [-1.162589, -1.388848, -0.339315], [0.741015, 0.105305, 0.365005], [1.908711, -0.436583, -0.406215], [1.767135, 1.046262, -0.202487], [-1.267726, 1.890001, 0.821749], [-2.632577, 0.886529, 0.286492], [-1.677127, 0.403201, 1.695396], [-0.661263, 0.512368, -1.193785], [-0.519220, -1.960215, -1.017299], [-1.160536, -1.897897, 0.632672], [-2.185492, -1.420118, -0.732831], [0.783825, -0.047022, 1.444164], [2.689283, -0.956314, 0.142706], [1.725268, -0.833210, -1.402090], [1.479514, 1.640295, -1.067177], [2.460697, 1.545030, 0.468843]],
  "forces_ev_per_a": [[-0.032, 0.034, 0.023], [0.037, 0.021, -0.040], [-0.011, -0.072, -0.002], [-0.077, -0.032, 0.104], [0.072, -0.182, -0.082], [0.042, 0.214, -0.008], [-0.041, -0.132, -0.032], [0.152, -0.001, 0.037], [0.019, 0.070, -0.144], [0.039, -0.070, 0.123], [-0.091, 0.076, 0.109], [-0.003, 0.073, -0.115], [0.146, 0.008, 0.062], [0.018, 0.011, -0.155], [-0.136, 0.085, -0.101], [-0.001, 0.093, 0.145], [0.003, -0.095, 0.160], [-0.133, -0.103, -0.084]],
  "nbo_charge": [-0.600, -0.217, -0.601, -0.222, -0.424, -0.419, 0.211, 0.207, 0.200, 0.193, 0.209, 0.201, 0.206, 0.210, 0.215, 0.210, 0.209, 0.213]
}